1.
Molecular formula: C5H14N3
Method: DFT, ωB97M-V/def2-TZVPD

Output
Total charge: +1
Total energy: -9873.3549 eV
Molar mass: 116.2 g/mol

Last column: Mulliken charge in e.
Geometry (Å):
C (-0.28, -0.47, 0.99)  -1.1693
C (-1.09, 0.49, 0.07)  0.5262
C (1.09, -0.80, 0.31)  0.5094
C (-2.53, -0.03, -0.08)  -1.6035
C (1.97, 1.47, 0.22)  -0.7980
N (1.67, 0.25, -0.38)  -0.1583
N (0.91, -1.93, -0.55)  -0.5460
N (-0.45, 0.59, -1.21)  -0.4287
H (-0.15, -0.02, 1.97)  0.3430
H (-0.81, -1.42, 1.12)  0.4427
H (-1.11, 1.49, 0.52)  0.3510
H (1.75, -1.05, 1.17)  0.2839
H (-3.11, 0.68, -0.66)  0.4140
H (-2.99, -0.13, 0.90)  0.3965
H (-2.54, -0.99, -0.59)  0.4036
H (1.44, 1.71, 1.15)  0.3504
H (3.05, 1.47, 0.43)  0.3516
H (1.85, 2.26, -0.53)  0.3140
H (0.78, -2.81, -0.07)  0.2464
H (1.61, -1.99, -1.27)  0.2333
H (-0.52, -0.23, -1.79)  0.2487
H (-0.52, 1.47, -1.71)  0.2893



2.
Molecular formula: H6O3
Method: DFT, ωB97M-V/def2-TZVPD

Output
Total charge: +1
Total energy: -6227.8977 eV
Molar mass: 54.0 g/mol
Expectation value of S²: 0.755
Multiplicity: 2

Last column: Löwdin spin population.
Geometry (Å):
O (-12.83, 18.64, 7.32)  0.1956
H (-12.72, 18.65, 8.27)  0.0013
H (-11.94, 18.59, 6.98)  0.0020
O (-14.67, 19.19, 13.18)  0.7593
H (-13.96, 19.47, 13.76)  0.0123
H (-14.23, 18.71, 12.49)  0.0125
O (-12.73, 17.78, 11.43)  0.0170
H (-12.42, 17.74, 10.53)  -0.0001
H (-12.44, 16.95, 11.82)  0.0002



3.
Molecular formula: C10H30ClO9Y
Method: DFT, ωB97M-V/def2-TZVPD

Output
Total charge: +3
Total energy: -42811.0539 eV
Molar mass: 418.7 g/mol
Expectation value of S²: 0.755
Multiplicity: 2

Last column: Löwdin spin population.
Geometry (Å):
Y (3.79, 34.07, 29.72)  0.0000
Cl (7.04, 31.70, 30.30)  0.0000
O (6.76, 30.48, 30.97)  0.0000
O (5.86, 32.49, 30.18)  0.0001
O (8.05, 32.37, 31.05)  0.0011
O (7.51, 31.46, 28.91)  0.0001
C (9.59, 31.47, 35.37)  0.0212
C (9.41, 31.03, 33.94)  0.1140
O (10.30, 29.93, 33.64)  0.7094
H (8.92, 32.31, 35.53)  -0.0002
H (10.59, 31.78, 35.66)  0.0029
H (9.29, 30.65, 36.03)  0.0056
H (9.57, 31.92, 33.33)  0.0647
H (8.36, 30.77, 33.78)  0.0339
H (10.02, 29.52, 32.82)  0.0067
C (6.39, 35.01, 33.34)  0.0000
C (5.25, 35.43, 32.50)  0.0000
O (4.57, 34.32, 31.95)  0.0000
H (6.07, 34.39, 34.17)  0.0000
H (7.06, 35.80, 33.69)  0.0000
H (7.07, 34.36, 32.78)  0.0000
H (5.60, 36.12, 31.74)  0.0000
H (4.68, 36.07, 33.17)  0.0000
H (4.53, 33.72, 32.69)  0.0000
C (7.61, 36.99, 29.68)  0.0000
C (7.03, 35.55, 29.46)  0.0000
O (5.62, 35.53, 29.18)  0.0000
H (7.07, 37.52, 30.46)  0.0000
H (7.51, 37.57, 28.76)  0.0000
H (8.66, 37.05, 29.98)  0.0000
H (7.13, 34.96, 30.37)  0.0000
H (7.56, 34.98, 28.70)  0.0000
H (5.54, 36.16, 28.46)  0.0000
C (11.39, 27.97, 30.39)  0.0007
C (10.11, 28.77, 30.07)  0.0042
O (9.44, 28.96, 31.31)  0.0304
H (12.01, 27.93, 29.50)  -0.0001
H (11.22, 26.94, 30.73)  0.0002
H (12.02, 28.41, 31.17)  0.0003
H (9.47, 28.21, 29.38)  0.0025
H (10.28, 29.73, 29.58)  0.0022
H (8.71, 29.52, 31.02)  0.0001
C (3.67, 29.65, 29.50)  0.0000
C (2.93, 30.84, 30.16)  0.0000
O (2.92, 31.90, 29.22)  0.0000
H (4.70, 29.77, 29.16)  0.0000
H (3.10, 29.34, 28.62)  0.0000
H (3.72, 28.76, 30.13)  0.0000
H (3.36, 31.15, 31.11)  0.0000
H (1.91, 30.54, 30.42)  0.0000
H (2.41, 31.49, 28.52)  0.0000



4.
Molecular formula: C4H12S2
Method: DFT, ωB97M-V/def2-TZVPD

Output
SMILES string: CCS.CCS
Total charge: 0
Total energy: -26012.7765 eV
Molar mass: 124.3 g/mol

Last column: Mulliken charge in e.
Geometry (Å):
C (2.22, -1.22, 0.57)  -0.8549
C (3.21, -0.91, -0.55)  -0.4540
S (2.71, 0.49, -1.59)  -0.2240
H (2.59, -2.04, 1.19)  0.3286
H (1.28, -1.52, 0.13)  0.1726
H (1.99, -0.38, 1.23)  0.2949
H (4.21, -0.71, -0.18)  0.3195
H (3.25, -1.78, -1.21)  0.2932
H (2.90, 1.45, -0.67)  0.1086
C (-3.02, 1.11, 0.92)  -0.8916
C (-2.93, 0.24, -0.32)  -0.4632
S (-1.23, 0.12, -0.97)  -0.1679
H (-2.27, 1.89, 0.97)  0.2929
H (-2.98, 0.52, 1.83)  0.2405
H (-3.98, 1.64, 0.99)  0.3031
H (-3.13, -0.79, -0.02)  0.2902
H (-3.67, 0.46, -1.08)  0.3188
H (-1.14, 1.43, -1.24)  0.0926



5.
Molecular formula: H18O9
Method: DFT, ωB97M-V/def2-TZVPD

Output
SMILES string: O.O.O.O.O.O.O.O.O
Total charge: 0
Total energy: -18719.9965 eV
Molar mass: 162.1 g/mol

Last column: Mulliken charge in e.
Geometry (Å):
O (-19.57, -16.82, 16.19)  -0.6105
H (-19.29, -17.34, 15.45)  0.2852
H (-19.85, -15.99, 15.81)  0.2781
O (-19.41, -12.78, 12.57)  -0.7288
H (-18.45, -12.85, 12.60)  0.2770
H (-19.72, -13.68, 12.51)  0.3730
O (-18.81, -11.42, 17.23)  -0.6405
H (-19.26, -10.64, 16.91)  0.3058
H (-18.93, -12.07, 16.53)  0.3415
O (-22.44, -15.78, 15.11)  -0.6590
H (-22.00, -16.19, 15.85)  0.3488
H (-23.21, -16.33, 14.96)  0.2598
O (-19.79, -14.06, 15.55)  -0.6130
H (-19.95, -14.05, 14.61)  0.2586
H (-20.63, -13.79, 15.94)  0.3340
O (-17.21, -13.82, 15.59)  -0.5946
H (-16.96, -13.40, 14.76)  0.2799
H (-18.13, -14.07, 15.46)  0.4046
O (-21.71, -12.06, 13.83)  -0.6483
H (-22.01, -11.40, 13.20)  0.3034
H (-20.88, -12.39, 13.47)  0.4130
O (-19.39, -15.48, 12.89)  -0.5895
H (-19.98, -15.94, 12.29)  0.2753
H (-18.78, -16.16, 13.18)  0.2567
O (-22.19, -13.31, 16.09)  -0.8133
H (-22.40, -14.19, 15.79)  0.4664
H (-22.15, -12.79, 15.28)  0.4367



6.
Molecular formula: C5H6O
Method: DFT, ωB97M-V/def2-TZVPD

Output
Total charge: 0
Total energy: -7324.6789 eV
Molar mass: 82.1 g/mol

Last column: Mulliken charge in e.
Geometry (Å):
O (2.34, -0.92, 0.12)  -0.7201
C (1.18, -0.61, -0.30)  0.3254
C (-0.06, -1.04, 0.33)  -0.3071
C (-1.27, -0.17, 0.13)  -0.4791
C (-0.57, 1.16, 0.01)  -0.2776
C (0.74, 0.95, -0.08)  -0.5176
H (-0.02, -1.78, 1.14)  0.3614
H (0.95, -0.68, -1.41)  0.2161
H (-1.84, -0.47, -0.77)  0.2845
H (-1.97, -0.22, 0.97)  0.2975
H (-1.06, 2.12, 0.02)  0.3861
H (1.56, 1.65, -0.15)  0.4305



7.
Molecular formula: C6H7NO4
Method: DFT, ωB97M-V/def2-TZVPD

Output
SMILES string: CC(=O)ON(O)c1ccco1
Total charge: 0
Total energy: -16010.9998 eV
Molar mass: 157.1 g/mol

Last column: Mulliken charge in e.
Geometry (Å):
C (-0.50, 3.25, -0.10)  -0.9074
C (0.24, 2.15, -0.73)  0.8396
O (0.91, 2.32, -1.74)  -0.6298
O (-0.10, 1.00, -0.16)  -0.1783
N (0.63, -0.24, -0.60)  -0.0419
O (0.27, -0.28, -1.91)  -0.4797
C (0.19, -1.42, -0.07)  0.2128
C (-0.37, -2.39, -0.73)  -0.0611
C (-0.73, -3.40, 0.20)  -0.4971
C (-0.39, -2.88, 1.42)  -0.4541
O (0.12, -1.60, 1.27)  -0.3276
H (-1.45, 2.80, 0.42)  0.2655
H (0.19, 3.60, 0.62)  0.2864
H (-0.89, 3.98, -0.89)  0.2771
H (0.74, 0.53, -2.21)  0.3528
H (-0.42, -2.37, -1.78)  0.4945
H (-0.98, -4.41, 0.02)  0.3916
H (-0.30, -3.33, 2.38)  0.4567



8.
Molecular formula: C24H37N4O3Ta
Method: DFT, ωB97M-V/def2-TZVPD

Output
Total charge: +2
Total energy: -39129.1583 eV
Molar mass: 610.5 g/mol

Last column: Mulliken charge in e.
Geometry (Å):
Ta (-0.58, 0.77, 0.07)  1.5674
C (-2.14, -2.33, -2.92)  -2.4013
C (-0.95, -2.08, -2.02)  1.6661
C (0.25, -1.63, -2.58)  1.2027
C (0.35, -1.46, -4.08)  -2.3036
C (1.36, -1.40, -1.75)  1.2076
C (2.69, -1.03, -2.37)  -2.7222
C (1.30, -1.68, -0.37)  1.2702
C (2.56, -1.60, 0.45)  -2.2997
C (0.13, -2.28, 0.16)  0.5234
C (0.16, -2.94, 1.53)  -1.9454
C (-0.99, -2.45, -0.66)  0.3528
C (-2.18, -3.22, -0.11)  -1.8459
H (-3.09, -2.12, -2.43)  0.4848
H (-2.18, -3.38, -3.23)  0.4026
H (-2.10, -1.73, -3.82)  0.4808
H (-0.34, -0.70, -4.46)  0.4672
H (0.08, -2.39, -4.58)  0.5005
H (1.34, -1.20, -4.42)  0.3383
H (3.09, -1.89, -2.91)  0.4184
H (3.44, -0.75, -1.64)  0.6004
H (2.62, -0.22, -3.10)  0.4890
H (3.01, -0.60, 0.43)  0.2409
H (3.31, -2.30, 0.07)  0.6048
H (2.39, -1.83, 1.49)  0.3556
H (-0.01, -2.23, 2.33)  0.1119
H (1.12, -3.41, 1.71)  0.4942
H (-0.59, -3.71, 1.61)  0.5294
H (-1.94, -4.28, -0.07)  0.3942
H (-3.07, -3.13, -0.73)  0.3773
H (-2.43, -2.93, 0.91)  0.5435
N (-2.78, -0.02, -0.05)  -0.7729
C (-3.95, 0.65, 0.63)  -0.8538
C (-3.93, 2.17, 0.50)  -0.4796
C (-2.58, 2.67, 0.95)  0.3166
O (-2.30, 3.16, 2.00)  -0.4558
O (-1.63, 2.39, 0.00)  -0.6416
H (-3.00, -0.06, -1.04)  0.3675
H (-2.77, -0.99, 0.25)  0.0831
H (-3.92, 0.36, 1.68)  0.4273
H (-4.87, 0.25, 0.21)  0.4501
H (-4.71, 2.59, 1.12)  0.3804
H (-4.09, 2.46, -0.54)  0.3526
N (-0.10, 1.40, -2.12)  -0.7219
H (-0.98, 1.49, -2.63)  0.3665
H (0.48, 0.79, -2.70)  0.0269
H (0.31, 2.34, -2.16)  0.3128
C (1.37, -0.06, 3.83)  -0.9513
O (1.01, 0.09, 2.44)  -0.1035
C (-0.24, 0.35, 2.04)  1.4743
C (-1.26, 0.46, 3.14)  -1.4158
H (1.08, 0.82, 4.40)  0.4161
H (2.45, -0.16, 3.83)  0.2484
H (0.91, -0.95, 4.25)  0.3507
H (-1.26, -0.46, 3.73)  0.4501
H (-2.26, 0.62, 2.76)  0.0665
H (-1.03, 1.30, 3.81)  0.4499
N (5.48, 5.24, 1.12)  -0.3450
C (4.58, 4.56, 0.94)  -0.3478
C (3.45, 3.71, 0.72)  0.5425
C (2.29, 3.85, 1.48)  -0.7847
C (1.24, 2.99, 1.26)  -0.1653
N (1.26, 2.03, 0.31)  -0.0631
C (2.38, 1.92, -0.43)  -0.2980
C (3.49, 2.72, -0.26)  -0.7814
H (2.22, 4.61, 2.24)  0.5783
H (0.32, 3.07, 1.84)  0.4279
H (2.38, 1.15, -1.18)  0.3893
H (4.37, 2.58, -0.87)  0.5976